1.
{
  "formula": "C31H49ClP2Tm",
  "method": "wB97M-V/def2-TZVPD",
  "species": ["Tm", "C", "C", "C", "C", "C", "C", "H", "H", "H", "C", "H", "H", "H", "C", "H", "H", "H", "C", "H", "H", "H", "C", "H", "H", "H", "C", "C", "C", "C", "C", "C", "C", "C", "H", "H", "H", "H", "H", "H", "H", "H", "H", "H", "H", "H", "P", "P", "C", "C", "H", "H", "H", "H", "C", "H", "H", "H", "C", "H", "H", "H", "C", "H", "H", "H", "C", "H", "H", "H", "Cl", "C", "C", "C", "C", "C", "C", "C", "H", "H", "H", "H", "H", "H"],
  "coordinates": [[-0.059, 2.333, 1.546], [0.950, 0.887, 3.534], [2.045, 1.418, 2.813], [0.643, 3.228, 3.393], [0.049, 1.957, 3.835], [1.860, 2.838, 2.658], [0.985, -0.402, 4.266], [1.812, -1.044, 3.964], [0.065, -0.982, 4.152], [1.113, -0.179, 5.331], [-1.138, 1.807, 4.724], [-1.238, 0.771, 5.045], [-2.057, 2.103, 4.201], [-1.062, 2.414, 5.638], [-0.234, 4.367, 3.047], [-0.356, 5.068, 3.885], [-1.281, 4.033, 2.837], [0.135, 4.957, 2.191], [2.769, 3.701, 1.868], [3.408, 4.342, 2.491], [2.206, 4.355, 1.184], [3.438, 3.063, 1.279], [3.358, 0.706, 2.687], [4.077, 1.160, 3.387], [3.791, 0.737, 1.681], [3.282, -0.345, 2.970], [-0.125, -2.119, 0.165], [0.936, -2.518, 0.856], [2.371, -2.465, 0.449], [2.679, -1.804, -0.910], [2.407, -0.359, -1.104], [1.312, 0.316, -1.469], [-0.100, -0.175, -1.550], [-0.271, -1.675, -1.256], [2.880, -3.449, 0.440], [2.275, -2.431, -1.710], [2.857, -1.900, 1.270], [0.354, -2.248, -1.939], [-1.048, -2.007, 0.735], [0.779, -2.864, 1.874], [-1.311, -1.921, -1.540], [-0.783, 0.439, -0.920], [1.424, 1.391, -1.632], [-0.526, -0.011, -2.576], [3.775, -1.899, -1.007], [3.288, 0.258, -0.945], [-0.515, -0.155, -4.819], [-0.246, 2.552, -6.172], [-0.587, -0.172, -6.696], [-0.956, 1.173, -7.254], [-1.326, -0.921, -7.009], [0.396, -0.495, -7.064], [-0.574, 1.298, -8.277], [-2.043, 1.328, -7.267], [-1.073, 3.789, -7.247], [-0.734, 4.792, -6.975], [-2.152, 3.735, -7.097], [-0.851, 3.607, -8.300], [1.317, 2.581, -7.149], [1.098, 2.527, -8.218], [1.965, 1.750, -6.867], [1.829, 3.521, -6.935], [-2.061, -1.154, -4.688], [-2.254, -1.479, -3.660], [-1.984, -2.024, -5.351], [-2.888, -0.514, -5.023], [0.778, -1.477, -4.784], [1.679, -1.050, -5.251], [0.438, -2.342, -5.373], [1.035, -1.784, -3.763], [-1.357, -1.245, 7.031], [-2.351, -2.529, 6.474], [-3.049, -3.289, 7.410], [-3.936, -4.286, 6.985], [-4.139, -4.498, 5.619], [-3.419, -3.782, 4.676], [-2.486, -2.751, 5.050], [-1.844, -1.975, 4.066], [-2.927, -3.111, 8.472], [-4.492, -4.875, 7.690], [-4.855, -5.221, 5.245], [-3.557, -3.913, 3.597], [-1.423, -2.500, 3.203], [-2.190, -0.964, 3.885]],
  "forces_ev_per_angstrom": [[-1.86, -2.08, -4.37], [0.13, 1.51, 0.36], [-0.14, 0.99, 0.50], [1.79, -2.27, 0.87], [1.69, 0.47, 1.16], [-0.21, -0.36, 2.15], [-0.28, -0.49, 0.01], [-0.11, 0.06, -0.03], [0.19, 0.08, 0.18], [-0.06, -0.15, -0.06], [-0.36, 0.21, 0.02], [-0.12, 0.05, -0.08], [-0.21, -0.05, 0.26], [0.00, -0.05, -0.34], [-0.38, 1.07, 0.44], [-0.05, -0.03, -0.32], [0.23, 0.20, -0.03], [-0.07, 0.01, 0.17], [0.32, 0.18, -0.20], [-0.26, -0.03, -0.13], [0.24, 0.13, -0.07], [-0.12, 0.27, -0.04], [0.33, 0.04, -0.33], [-0.14, -0.07, -0.28], [-0.02, 0.07, 0.13], [-0.04, 0.14, -0.14], [-0.30, 0.54, 0.59], [0.12, -0.10, -0.12], [0.38, 0.18, 0.05], [0.98, -1.09, 0.13], [-0.22, 1.02, 0.05], [-0.25, 0.24, 0.75], [-0.46, -0.52, -0.80], [-0.80, 0.06, -0.34], [-0.48, 0.29, 0.13], [0.00, 0.21, 0.12], [0.06, -0.17, -0.45], [-0.08, 0.08, 0.14], [-0.04, -0.42, -0.06], [-0.08, 0.16, 0.06], [0.41, -0.01, 0.04], [0.29, -0.21, 0.08], [0.10, -0.11, -0.02], [0.55, 0.15, 0.92], [-0.37, -0.07, -0.12], [0.02, 0.04, -0.23], [0.01, -1.08, -1.27], [-0.37, 0.03, -2.12], [0.09, -0.25, 0.07], [-0.16, 0.56, 0.58], [0.36, -0.05, 0.03], [-0.21, 0.13, 0.05], [-0.29, 0.07, 0.25], [0.13, -0.17, -0.03], [-0.10, 0.76, 0.38], [-0.13, 0.05, -0.15], [-0.01, 0.11, 0.00], [-0.03, 0.04, 0.01], [0.47, 0.21, 0.48], [0.07, 0.02, 0.14], [0.12, 0.05, -0.02], [0.22, -0.09, -0.07], [-0.03, -0.10, 0.43], [-0.11, 0.01, -0.17], [-0.15, 0.09, 0.26], [0.10, -0.20, 0.11], [0.05, -0.13, 0.30], [-0.22, -0.20, 0.19], [0.22, 0.15, 0.22], [-0.01, -0.01, -0.32], [0.37, 0.32, 0.14], [-0.88, -0.63, -1.51], [-0.28, -0.42, -0.40], [0.34, 0.54, -0.73], [0.22, 0.06, -0.17], [1.19, 1.10, 0.08], [-1.63, -1.70, 2.82], [0.17, 0.27, -1.64], [0.12, 0.11, -0.11], [-0.06, -0.06, 0.30], [0.03, -0.04, 0.28], [-0.10, -0.21, 0.47], [-0.20, 0.23, 0.18], [0.37, 0.22, 0.22]],
  "lowdin_charge": [1.2962, -0.2498, -0.2575, -0.3364, -0.3481, -0.3593, -0.0263, 0.0741, 0.0279, 0.1009, -0.0280, 0.0248, 0.0813, 0.1070, -0.0812, 0.1184, 0.0861, 0.0920, -0.0302, 0.1050, 0.0779, 0.0865, -0.0227, 0.1081, 0.0748, 0.0569, -0.1027, -0.1051, -0.1710, -0.1936, -0.0957, -0.1211, -0.2257, -0.2019, 0.1266, 0.1057, 0.1019, 0.0853, 0.0926, 0.0969, 0.1099, 0.0973, 0.0999, 0.0104, 0.1193, 0.1021, 0.8206, 0.7996, -0.4470, -0.4602, 0.0725, 0.0737, 0.0759, 0.0755, -0.3454, 0.0317, 0.0319, 0.0370, -0.3223, 0.0364, 0.0282, 0.0327, -0.2901, 0.0174, 0.0403, 0.0450, -0.2783, 0.0424, 0.0520, 0.0023, 0.7297, -0.6053, -0.1026, -0.0662, -0.0839, -0.0337, -0.3037, 0.0205, 0.1055, 0.1033, 0.1065, 0.1148, 0.0655, 0.0687],
  "de_lowest_ev": 1.845,
  "s2": 2.036,
  "homo_lumo_gap_ev": [6.0511, 6.1342],
  "lumo_ev": [-3.8, -3.7],
  "total_charge": 1,
  "multiplicity": 3,
  "homo_energy_ev": [-9.9, -9.9]
}



2.
{
  "formula": "C31H49NO2P2S2Sm",
  "method": "wB97M-V/def2-TZVPD",
  "species": ["Sm", "C", "C", "C", "C", "C", "C", "H", "H", "H", "C", "H", "H", "H", "C", "H", "H", "H", "C", "H", "H", "H", "C", "H", "H", "H", "C", "C", "C", "C", "C", "C", "C", "C", "H", "H", "H", "H", "H", "H", "H", "H", "H", "H", "H", "H", "P", "C", "H", "H", "H", "C", "H", "H", "H", "C", "H", "H", "H", "P", "C", "H", "H", "H", "C", "H", "H", "H", "C", "H", "H", "H", "O", "S", "O", "N", "C", "S", "C", "C", "C", "C", "C", "C", "H", "H", "H", "H"],
  "coordinates": [[-0.043, 0.219, -0.197], [1.369, -1.714, -0.365], [0.236, -2.020, 0.560], [-0.741, -1.451, -1.562], [0.744, -1.365, -1.680], [-1.065, -1.890, -0.166], [2.804, -2.060, -0.089], [3.106, -1.882, 0.950], [3.513, -1.501, -0.722], [2.990, -3.129, -0.294], [1.392, -1.339, -3.029], [2.450, -1.607, -2.979], [1.281, -0.375, -3.554], [0.944, -2.092, -3.694], [-1.596, -1.696, -2.763], [-1.314, -2.653, -3.233], [-1.475, -0.925, -3.536], [-2.661, -1.797, -2.528], [-2.393, -2.351, 0.333], [-2.301, -3.067, 1.160], [-2.969, -2.862, -0.455], [-3.026, -1.525, 0.701], [0.375, -2.757, 1.934], [0.346, -3.793, 1.786], [-0.421, -2.455, 2.644], [1.361, -2.508, 2.424], [1.092, 2.054, 0.545], [1.682, 0.887, 1.191], [1.473, 0.682, 2.697], [-0.079, 0.686, 3.130], [-0.985, 0.303, 1.955], [-1.566, 1.357, 1.039], [-1.208, 2.798, 1.215], [0.298, 3.075, 1.290], [2.001, 1.340, 3.276], [-0.318, 1.594, 3.544], [1.896, -0.359, 2.973], [0.635, 3.156, 2.326], [1.502, 2.482, -0.381], [2.550, 0.379, 0.784], [0.486, 4.078, 0.872], [-1.613, 3.379, 0.372], [-2.604, 1.149, 0.998], [-1.703, 3.195, 2.108], [-0.211, -0.085, 3.893], [-1.653, -0.502, 2.136], [3.858, 0.967, -4.454], [5.163, 0.240, -5.591], [5.956, 0.968, -5.811], [4.732, -0.054, -6.554], [5.641, -0.639, -5.144], [3.550, 2.425, -5.590], [4.491, 2.858, -5.951], [2.992, 3.223, -5.088], [2.967, 2.112, -6.466], [5.149, 1.797, -3.374], [5.889, 2.338, -3.978], [5.690, 1.051, -2.777], [4.707, 2.523, -2.684], [-4.245, 0.488, -3.785], [-5.841, -0.354, -3.295], [-6.703, 0.127, -3.773], [-5.989, -0.308, -2.209], [-5.835, -1.409, -3.596], [-4.853, 2.232, -3.465], [-5.825, 2.416, -3.943], [-4.143, 2.963, -3.872], [-4.985, 2.439, -2.398], [-4.639, 0.620, -5.616], [-5.571, 1.172, -5.794], [-4.767, -0.361, -6.085], [-3.833, 1.147, -6.144], [2.242, 1.300, 5.659], [2.317, -0.029, 6.250], [3.529, -0.285, 6.960], [2.256, -1.137, 4.802], [1.122, -1.549, 4.453], [0.557, -0.926, 2.031], [0.132, -1.375, 5.615], [-1.209, -1.710, 5.724], [-1.957, -1.327, 6.848], [-1.401, -0.571, 7.881], [-0.067, -0.172, 7.802], [0.660, -0.598, 6.680], [-1.668, -2.263, 4.905], [-3.014, -1.603, 6.913], [-2.000, -0.256, 8.739], [0.368, 0.470, 8.567]],
  "forces_ev_per_angstrom": [[-1.30, 4.78, -2.60], [-2.16, -2.18, -3.79], [-1.30, -1.56, -3.08], [0.43, -4.37, 1.32], [0.33, -4.02, 1.44], [1.86, -1.69, -3.10], [0.35, 0.26, -0.17], [-0.14, 0.01, -0.04], [-0.38, -0.09, 0.16], [-0.25, 0.34, 0.09], [0.15, 0.25, -0.32], [-0.08, 0.36, 0.08], [0.24, -0.34, 0.24], [-0.13, 0.12, 0.33], [-0.18, -0.06, -0.48], [0.13, 0.20, 0.18], [-0.21, -0.16, 0.30], [0.27, 0.34, 0.05], [-0.65, 0.18, 0.25], [0.14, 0.18, -0.18], [0.29, 0.23, 0.15], [0.12, -0.24, -0.14], [-0.25, -2.74, -0.92], [-0.04, -1.87, -0.60], [0.24, -1.34, 0.09], [-0.53, -1.56, 0.46], [4.15, -0.15, 2.51], [0.97, 5.05, 1.83], [0.36, 0.43, -0.68], [0.39, -0.54, 0.28], [-0.84, 2.32, 1.87], [-0.03, -1.74, 1.80], [-0.23, 0.87, 0.04], [-0.33, 0.53, 0.45], [1.05, 1.93, 1.78], [-0.39, 2.38, 0.95], [1.08, 2.61, 0.85], [-0.04, -0.20, -0.02], [0.12, -0.97, -0.18], [-0.12, -0.04, -0.26], [0.06, -0.46, -0.01], [-0.08, -0.26, 0.15], [-1.07, -0.14, -0.30], [0.08, 0.17, 0.01], [-0.07, 0.67, 0.26], [-1.07, -0.24, 0.67], [1.74, 1.06, -0.93], [-0.15, -0.42, -0.02], [-0.28, -0.02, 0.19], [-0.06, -0.07, 0.21], [-0.16, 0.10, -0.07], [-0.29, 0.03, 0.14], [-0.12, -0.20, 0.15], [0.01, -0.16, -0.01], [0.09, 0.00, 0.23], [-0.24, 0.03, 0.25], [-0.22, -0.17, 0.00], [-0.18, 0.10, -0.12], [-0.04, -0.15, -0.04], [-1.68, 0.97, -0.78], [0.19, -0.12, 0.07], [0.20, -0.02, 0.04], [0.09, -0.03, -0.18], [0.06, 0.17, 0.08], [0.19, 0.08, 0.29], [0.22, -0.21, 0.03], [-0.08, -0.17, 0.12], [0.18, -0.07, -0.08], [0.27, -0.25, -0.10], [0.19, -0.08, 0.24], [0.20, 0.03, 0.13], [-0.13, -0.14, 0.14], [-0.74, -0.36, 0.50], [0.30, -1.14, -3.51], [-0.70, -0.49, 1.13], [2.37, 1.74, 0.23], [-1.28, -1.55, 1.67], [-1.26, 3.34, -2.89], [0.24, 1.40, 1.58], [0.09, -0.06, -0.07], [-0.26, -0.02, 0.04], [-0.03, -0.03, -0.10], [0.34, -0.42, -0.90], [-0.41, 0.47, 1.03], [-0.10, -0.02, 0.22], [0.41, 0.04, -0.06], [0.11, -0.20, -0.35], [0.00, -0.21, -0.21]],
  "lowdin_charge": [1.4790, -0.2631, -0.4487, -0.3223, -0.2936, -0.2621, -0.0117, 0.0930, 0.0991, 0.1160, -0.0534, 0.0696, 0.0527, 0.0958, -0.0684, 0.1029, 0.0635, 0.0536, -0.0076, 0.0972, 0.0998, 0.0936, -0.2089, 0.1272, 0.0990, 0.0933, -0.2320, -0.2360, -0.2963, -0.1945, -0.3495, -0.2944, -0.2065, -0.1838, 0.1044, 0.1194, 0.0705, 0.1202, 0.1257, 0.1187, 0.1318, 0.1185, 0.0885, 0.1238, 0.0801, 0.0938, 0.8199, -0.3270, 0.0374, 0.0339, 0.0308, -0.3281, 0.0386, 0.0267, 0.0329, -0.3305, 0.0369, 0.0305, 0.0222, 0.8175, -0.3235, 0.0386, 0.0284, 0.0303, -0.3341, 0.0359, 0.0319, 0.0263, -0.3221, 0.0362, 0.0324, 0.0313, -0.3220, 0.7205, -0.2880, -0.0884, -0.2705, 1.0082, -0.2271, -0.0501, -0.0642, -0.0700, -0.0361, -0.2167, 0.1055, 0.1103, 0.1139, 0.1237],
  "s2": 8.800,
  "homo_lumo_gap_ev": [5.0749, 5.0702],
  "lumo_ev": [-4.3, -4.3],
  "total_charge": 1,
  "multiplicity": 6,
  "homo_energy_ev": [-9.4, -9.4]
}



Quick rundown of largest force on an atom, same order as above: 5.2 5.6 eV Å⁻¹